{"formula": "C35H69BN10O7P3SbSr", "method": "the ωB97M-V functional and the def2-TZVPD basis", "energy_ev": -102577.77704, "species": ["Sr", "C", "C", "C", "C", "C", "C", "N", "N", "B", "N", "C", "C", "C", "N", "C", "C", "C", "N", "C", "C", "C", "N", "C", "C", "C", "H", "H", "H", "H", "H", "H", "H", "H", "H", "H", "H", "H", "H", "H", "H", "H", "H", "H", "H", "H", "H", "H", "H", "H", "H", "H", "H", "H", "N", "C", "C", "P", "O", "O", "O", "P", "O", "O", "O", "H", "H", "H", "H", "H", "H", "H", "H", "O", "P", "N", "C", "C", "C", "C", "N", "C", "C", "C", "C", "N", "C", "C", "C", "C", "H", "H", "H", "H", "H", "H", "H", "H", "H", "H", "H", "H", "H", "H", "H", "H", "H", "H", "H", "H", "H", "H", "H", "H", "C", "Sb", "C", "C", "H", "H", "H", "H", "H", "H", "H", "H", "H"], "positions_angstrom": [[-0.724378, -1.550575, -0.175939], [1.415094, -1.495486, 4.654142], [0.600605, -1.866290, 3.408103], [-0.003731, -3.262685, 3.593928], [1.481522, -1.799397, 2.188366], [2.686449, -2.511590, 1.998589], [3.202642, -2.006679, 0.831706], [2.363113, -1.059530, 0.355812], [1.287025, -0.932581, 1.196546], [2.748420, -0.074726, -0.781380], [1.819810, -0.216256, -2.064314], [2.243579, 0.031066, -3.310372], [1.346187, -0.507681, -4.210257], [0.356581, -1.094603, -3.402452], [0.643925, -0.899188, -2.112807], [-0.845174, -1.902113, -3.833595], [-0.506280, -2.752662, -5.053609], [-2.085867, -1.047231, -4.106316], [2.854152, 1.376727, -0.209485], [3.806588, 2.281721, -0.543493], [3.752318, 3.319811, 0.362176], [2.721614, 2.938718, 1.262021], [2.188037, 1.788704, 0.907419], [2.229221, 3.630807, 2.512125], [1.552920, 4.969201, 2.199104], [3.370052, 3.820221, 3.513233], [0.758211, -1.333369, 5.514991], [2.012968, -0.595104, 4.503442], [2.105049, -2.312948, 4.896311], [-0.204787, -1.135558, 3.285560], [0.790038, -4.018059, 3.566930], [-0.727687, -3.488700, 2.807410], [-0.515727, -3.333792, 4.559437], [3.110503, -3.286320, 2.620486], [4.120255, -2.230516, 0.307797], [3.863169, -0.392910, -1.162538], [3.181405, 0.545049, -3.476507], [1.396941, -0.471051, -5.290119], [-1.089489, -2.579460, -3.014395], [-0.333135, -2.123761, -5.933792], [-1.335015, -3.429846, -5.288981], [0.390326, -3.352397, -4.882602], [-1.968249, -0.494354, -5.044337], [-2.266159, -0.322717, -3.308477], [-2.972867, -1.684746, -4.194105], [4.460145, 2.115960, -1.391822], [4.380523, 4.200238, 0.389913], [1.481882, 2.964954, 2.959385], [2.266361, 5.667450, 1.742341], [1.168433, 5.434501, 3.114393], [0.714182, 4.840064, 1.509104], [4.145857, 4.471979, 3.095100], [3.837931, 2.863577, 3.762311], [3.009416, 4.280967, 4.440018], [-2.185257, -5.774629, 0.837009], [-2.092541, -4.965151, -0.474933], [-2.691754, -5.744680, -1.643038], [-2.916777, -3.328613, -0.105176], [-4.453230, -3.757325, -0.204267], [-2.642646, -2.250573, -1.133460], [-2.496435, -3.034732, 1.305338], [-0.196907, -4.801522, -0.621056], [0.074338, -4.738859, -2.185020], [0.291667, -6.091900, -0.056114], [0.201013, -3.478269, 0.002014], [-2.994561, -6.389298, 0.837377], [-2.245978, -5.120757, 1.617215], [-1.295436, -6.295124, 0.888066], [-3.736903, -5.986648, -1.445436], [-2.133222, -6.663507, -1.833512], [-2.650019, -5.134199, -2.543047], [-5.003014, -3.063443, -0.597715], [0.509450, -5.550567, -2.483496], [-1.000652, 1.959524, -1.616962], [-1.126234, 3.326450, -2.183388], [-2.561645, 4.119408, -1.942087], [-2.919741, 4.378517, -0.509576], [-4.134564, 3.494843, -0.247852], [-4.858458, 3.532636, -1.592229], [-3.719783, 3.426429, -2.603430], [-0.945250, 3.331458, -3.815167], [-1.158671, 2.159090, -4.671813], [-0.463296, 2.579928, -5.955312], [-0.858777, 4.060221, -6.079477], [-0.976870, 4.562996, -4.621402], [-0.016502, 4.348520, -1.534497], [-0.137220, 5.830744, -1.553549], [1.315342, 6.321976, -1.626332], [2.062742, 5.186263, -2.336064], [1.411449, 3.935425, -1.757272], [-3.176118, 5.429663, -0.374869], [-2.078376, 4.150231, 0.139162], [-4.746503, 3.858037, 0.578224], [-3.806918, 2.475360, -0.027663], [-5.375616, 4.488184, -1.701807], [-5.586372, 2.730793, -1.720028], [-3.958237, 3.893895, -3.558410], [-3.491537, 2.373788, -2.787923], [-2.228718, 1.994603, -4.868863], [-0.748967, 1.267988, -4.205069], [-0.776818, 1.988371, -6.817338], [0.618859, 2.476343, -5.834795], [-1.821629, 4.144541, -6.586644], [-0.134504, 4.644641, -6.646663], [-1.898523, 5.132424, -4.460794], [-0.144426, 5.212519, -4.356142], [-0.634143, 6.192385, -0.652621], [-0.725068, 6.175504, -2.404744], [1.718956, 6.435794, -0.615315], [1.391661, 7.286594, -2.131318], [3.136820, 5.205266, -2.141462], [1.908376, 5.239615, -3.417133], [1.880329, 3.651680, -0.815902], [1.470612, 3.067108, -2.414966], [-2.185163, 3.412266, 2.673187], [-1.131486, 1.648313, 2.064422], [-2.790928, 0.390825, 2.740816], [-0.098122, 1.572403, 3.946142], [-2.367204, 3.329112, 3.746422], [-3.137809, 3.500998, 2.149097], [-1.584300, 4.307016, 2.472631], [-2.950961, 0.530277, 3.812671], [-2.616214, -0.678728, 2.550849], [-3.701305, 0.678437, 2.200356], [-0.674247, 0.968285, 4.651938], [-0.002882, 2.592092, 4.329389], [0.901534, 1.144134, 3.825692]], "forces_ev_per_a": [[0.7, 4.2, 1.0], [0.1, 0.0, 0.1], [0.0, -0.2, -0.1], [-0.1, -0.1, 0.0], [0.5, 0.0, 0.1], [-0.1, 0.0, 0.0], [-0.1, 0.2, -0.1], [-0.1, 0.0, -0.1], [0.7, -0.1, 0.3], [0.0, 0.1, 0.1], [-0.2, -0.1, 0.3], [0.1, 0.1, 0.0], [-0.1, 0.1, 0.0], [0.1, 0.1, -0.1], [0.7, 0.1, -0.7], [0.1, 0.2, 0.1], [0.0, -0.1, -0.1], [-0.1, 0.0, 0.0], [0.0, -0.1, 0.2], [-0.1, -0.1, 0.2], [0.2, -0.1, 0.3], [0.2, 0.4, 0.1], [0.2, -0.3, -0.5], [0.0, 0.0, -0.2], [0.0, 0.1, 0.0], [0.1, 0.0, 0.1], [0.1, -0.1, -0.1], [-0.1, -0.1, 0.0], [-0.1, 0.1, 0.0], [0.0, 0.0, 0.0], [-0.1, 0.1, 0.0], [0.1, 0.0, 0.0], [0.0, 0.0, -0.1], [0.0, 0.1, 0.0], [-0.1, 0.0, 0.0], [-0.3, 0.1, 0.1], [-0.1, -0.1, 0.0], [0.0, -0.1, 0.2], [0.0, 0.0, 0.0], [0.0, -0.1, 0.1], [0.1, 0.1, 0.0], [-0.1, 0.0, 0.0], [0.0, 0.0, 0.1], [0.0, -0.1, 0.0], [0.1, 0.1, 0.0], [-0.1, 0.0, 0.2], [-0.1, -0.1, 0.0], [0.3, 0.2, -0.2], [-0.1, -0.1, 0.1], [0.1, 0.0, -0.1], [0.1, 0.0, -0.1], [-0.1, -0.1, 0.0], [-0.1, 0.1, 0.0], [0.0, -0.1, -0.1], [-0.3, 0.2, -0.8], [0.3, 0.4, 0.1], [0.1, 0.0, 0.4], [-0.6, -0.4, 0.0], [-0.5, 0.0, -0.1], [-1.3, -1.6, -0.2], [-0.1, -0.1, -0.4], [0.3, 0.5, 1.0], [0.0, -0.1, -0.5], [-0.2, 0.0, 0.1], [0.3, -3.2, -0.7], [0.0, 0.0, 0.0], [0.0, 0.4, 0.2], [0.4, -0.3, 0.0], [0.0, 0.0, 0.0], [0.0, 0.0, 0.0], [0.0, 0.1, 0.0], [0.1, -0.1, 0.1], [-0.1, 0.1, 0.0], [-0.3, 0.0, -0.4], [0.4, -0.5, 0.6], [-0.9, 0.0, 0.5], [-0.1, -0.2, -0.5], [0.0, 0.0, -0.1], [0.0, 0.0, 0.0], [0.2, 0.3, 0.3], [-0.1, -0.2, -0.7], [0.1, 0.3, 0.1], [0.0, 0.1, -0.1], [0.0, 0.0, 0.1], [0.0, -0.4, -0.1], [0.5, 0.5, -0.2], [0.3, -0.4, 0.0], [0.0, -0.1, 0.0], [0.0, 0.1, 0.1], [-0.5, 0.3, 0.2], [0.0, 0.1, -0.1], [0.1, 0.0, 0.0], [0.0, 0.0, 0.0], [0.0, 0.0, 0.0], [0.0, 0.0, 0.0], [0.0, 0.0, 0.0], [0.0, 0.1, 0.0], [0.1, -0.1, 0.0], [0.0, 0.0, 0.0], [0.1, 0.1, 0.0], [0.0, 0.0, 0.0], [-0.1, 0.0, 0.0], [0.0, 0.0, 0.0], [0.0, 0.0, 0.0], [0.0, 0.0, 0.0], [0.1, 0.0, 0.0], [0.0, 0.0, 0.1], [0.0, 0.0, -0.1], [-0.1, 0.0, -0.1], [0.0, -0.1, 0.0], [0.0, 0.0, 0.0], [0.0, 0.0, 0.0], [-0.4, 0.2, -0.2], [-0.1, 0.0, -0.1], [-0.1, 0.3, 0.1], [-0.2, -0.3, -0.2], [0.0, -0.2, -0.1], [0.2, -0.2, 0.2], [0.0, 0.1, 0.0], [0.1, 0.0, 0.1], [-0.1, -0.1, 0.1], [0.0, 0.0, -0.1], [0.0, 0.3, 0.1], [0.2, 0.0, 0.1], [0.1, 0.1, 0.0], [-0.1, -0.2, 0.0], [-0.2, 0.1, 0.0]], "lowdin_charge": [1.438, -0.070, -0.362, -0.056, -0.316, -0.014, -0.066, -0.028, -0.029, -0.476, -0.013, -0.086, -0.022, -0.289, -0.011, -0.376, -0.070, -0.067, -0.020, -0.109, -0.048, -0.313, 0.130, -0.377, -0.063, -0.065, 0.081, 0.072, 0.082, 0.097, 0.085, 0.039, 0.083, 0.106, 0.119, 0.116, 0.122, 0.104, 0.084, 0.077, 0.079, 0.080, 0.073, 0.070, 0.082, 0.119, 0.103, 0.061, 0.075, 0.078, 0.061, 0.077, 0.082, 0.076, 0.181, -0.448, -0.074, 0.269, -0.120, -0.471, -0.355, 0.338, -0.111, -0.297, -0.512, 0.161, 0.126, 0.113, 0.079, 0.089, 0.088, 0.096, 0.100, -0.303, 0.474, -0.169, -0.201, -0.189, -0.171, -0.189, -0.181, -0.207, -0.169, -0.155, -0.178, -0.160, -0.192, -0.159, -0.160, -0.175, 0.115, 0.066, 0.108, 0.105, 0.112, 0.110, 0.107, 0.100, 0.112, 0.078, 0.108, 0.111, 0.105, 0.104, 0.105, 0.090, 0.100, 0.093, 0.097, 0.107, 0.106, 0.099, 0.063, 0.106, -0.346, 1.299, -0.337, -0.344, 0.009, -0.023, -0.004, 0.001, -0.031, -0.005, 0.009, 0.006, -0.013]}